{"formula": "C44H33Cl3F3N5O2OsS4", "method": "the ωB97M-V functional and the def2-TZVPD basis", "elements": ["Os", "N", "S", "N", "S", "N", "S", "N", "C", "C", "C", "C", "C", "C", "C", "C", "C", "C", "C", "C", "C", "C", "C", "C", "C", "C", "C", "C", "C", "C", "C", "C", "C", "C", "C", "C", "C", "C", "C", "C", "C", "C", "C", "C", "H", "H", "H", "H", "H", "H", "H", "H", "H", "H", "H", "H", "H", "H", "H", "H", "H", "H", "H", "H", "H", "H", "H", "H", "H", "H", "H", "H", "H", "H", "F", "C", "F", "F", "C", "C", "C", "C", "N", "C", "S", "H", "H", "H", "Cl", "C", "Cl", "Cl", "C", "O", "O"], "xyz": [[0.379, 1.739, -1.801], [0.186, 1.351, 0.212], [0.064, 1.023, 1.614], [-0.251, -0.549, 2.006], [0.385, -1.635, 1.116], [-0.018, -1.796, -0.384], [-1.021, -0.989, -1.311], [-0.499, 0.118, -2.242], [-2.473, -0.548, -0.384], [-3.014, 0.716, -0.544], [-4.196, 1.017, 0.121], [-4.814, 0.058, 0.908], [-4.257, -1.210, 1.051], [-3.076, -1.524, 0.403], [-1.574, -2.266, -2.398], [-1.496, -3.599, -2.017], [-2.017, -4.560, -2.868], [-2.611, -4.184, -4.066], [-2.684, -2.845, -4.426], [-2.164, -1.870, -3.591], [2.144, -1.560, 1.102], [2.832, -1.366, -0.083], [4.212, -1.231, -0.024], [4.866, -1.302, 1.198], [4.154, -1.506, 2.377], [2.779, -1.636, 2.339], [-0.032, -3.147, 1.912], [0.455, -4.315, 1.333], [0.131, -5.523, 1.922], [-0.660, -5.550, 3.066], [-1.130, -4.373, 3.630], [-0.816, -3.149, 3.056], [1.515, 1.396, 2.570], [1.520, 1.222, 3.949], [2.684, 1.497, 4.646], [3.815, 1.939, 3.967], [3.791, 2.111, 2.590], [2.630, 1.840, 1.880], [-1.248, 1.796, 2.514], [-2.281, 1.093, 3.116], [-3.282, 1.809, 3.756], [-3.242, 3.196, 3.785], [-2.200, 3.885, 3.177], [-1.192, 3.184, 2.541], [-2.538, 1.458, -1.168], [-4.622, 2.006, 0.017], [-5.742, 0.294, 1.412], [-4.750, -1.956, 1.659], [-2.647, -2.515, 0.498], [-1.025, -3.883, -1.087], [-1.956, -5.605, -2.597], [-3.016, -4.940, -4.724], [-3.146, -2.558, -5.361], [-2.203, -0.824, -3.860], [2.304, -1.325, -1.026], [4.774, -1.079, -0.936], [5.943, -1.205, 1.235], [4.673, -1.563, 3.324], [2.211, -1.787, 3.249], [1.079, -4.277, 0.448], [0.502, -6.445, 1.495], [-0.906, -6.498, 3.524], [-1.738, -4.403, 4.524], [-1.162, -2.219, 3.484], [0.630, 0.888, 4.467], [2.708, 1.378, 5.721], [4.719, 2.160, 4.520], [4.672, 2.463, 2.070], [2.582, 1.966, 0.805], [-2.311, 0.014, 3.074], [-4.095, 1.279, 4.235], [-4.028, 3.745, 4.287], [-2.174, 4.966, 3.193], [-0.373, 3.712, 2.069], [4.220, 0.044, -4.831], [4.025, 1.274, -5.339], [4.441, 1.271, -6.603], [4.800, 2.116, -4.641], [2.574, 1.666, -5.230], [1.809, 2.027, -6.329], [0.476, 2.380, -6.160], [-0.073, 2.360, -4.892], [0.671, 2.012, -3.843], [1.958, 1.674, -3.993], [2.542, 1.327, -2.359], [2.259, 2.035, -7.312], [-0.130, 2.671, -7.006], [-1.102, 2.626, -4.689], [-0.182, 6.060, -2.379], [-0.024, 5.042, -0.957], [1.485, 4.052, -1.119], [0.064, 5.988, 0.502], [-1.222, 4.048, -0.955], [-2.197, 4.241, -0.298], [-1.056, 3.081, -1.836]], "charge": 2, "e_above_lowest_kcal_mol": 0.0, "multiplicity": 1, "gap_ev": [6.98, 6.98]}

{"formula": "C4H8N2O2", "method": "the ωB97M-V functional and the def2-TZVPD basis", "elements": ["C", "C", "C", "C", "O", "N", "N", "O", "H", "H", "H", "H", "H", "H", "H", "H"], "xyz": [[-0.161, 0.073, 0.103], [-0.216, -1.088, 1.065], [-0.716, -0.094, -1.279], [0.102, 1.353, 0.591], [-1.806, 1.232, 0.766], [1.930, 0.028, -0.169], [2.180, -0.171, -1.329], [0.670, 2.263, 1.029], [-1.918, 1.330, 1.726], [3.200, -0.330, -1.508], [-1.655, -0.644, -1.221], [-1.257, -1.389, 1.194], [0.340, -1.933, 0.650], [0.202, -0.836, 2.040], [0.005, -0.655, -1.888], [-0.900, 0.861, -1.770]], "charge": 0, "e_above_lowest_kcal_mol": 141.5, "multiplicity": 1, "gap_ev": 8.16}

{"formula": "C9H19INO5S", "method": "the ωB97M-V functional and the def2-TZVPD basis", "elements": ["C", "C", "C", "C", "N", "C", "C", "O", "O", "C", "C", "S", "O", "O", "O", "C", "H", "H", "H", "H", "H", "H", "H", "H", "H", "H", "H", "H", "H", "H", "H", "H", "H", "H", "H", "I"], "xyz": [[4.577, 1.123, 0.390], [4.004, -0.150, -0.261], [2.702, 0.154, -1.033], [1.441, -0.125, -0.199], [0.285, 0.127, -1.048], [-1.049, -0.106, -0.451], [-1.501, -1.519, -0.910], [-0.568, -2.503, -0.504], [-1.315, -3.633, -0.030], [-2.038, 0.874, -1.123], [-3.251, 1.351, -0.287], [-3.151, 1.122, 1.481], [-2.416, 2.232, 2.019], [-4.465, 1.114, 2.001], [-2.367, -0.261, 1.635], [-1.059, -0.127, 1.071], [4.092, 1.333, 1.342], [5.645, 0.981, 0.566], [4.487, 1.986, -0.268], [4.720, -0.525, -0.991], [3.845, -0.860, 0.551], [2.697, 1.229, -1.225], [2.673, -0.345, -2.002], [1.513, -1.167, 0.134], [1.504, 0.565, 0.640], [0.361, -0.418, -1.895], [-1.532, -1.514, -2.006], [-2.475, -1.770, -0.491], [-0.676, -4.122, 0.503], [-1.454, 1.741, -1.427], [-2.372, 0.405, -2.051], [-4.131, 0.800, -0.617], [-3.432, 2.400, -0.493], [-0.524, 0.727, 1.487], [-0.512, -1.001, 1.418], [-4.258, -0.119, 4.075]], "charge": -1, "multiplicity": 1, "gap_ev": 4.25}

Number 1: E -149219.0690 eV. Number 2: E -11347.9765 eV. Number 3: E -40300.7816 eV.